Entry 1:
80
Properties=species:S:1:pos:R:3:forces:R:3 method="wB97M-V/def2-TZVPD" homo_energy_ev="-11.31 / -11.19" orbital_gap_ev="6.4 / 5.6" charge=+1 spin_multiplicity=3 e_tot_ev=-340369.176 molar_mass_g_mol=1163.4
W 0.4663 -0.0416 -0.4141 -3.33 0.37 -2.59
C 0.8939 6.6803 4.4537 0.01 -0.04 0.00
C 0.7861 5.4038 3.6678 -0.02 0.03 0.03
C -0.1574 4.4307 4.0002 0.06 -0.03 0.07
C -0.2975 3.2896 3.2338 0.15 -0.08 0.07
C 0.5502 3.0609 2.1443 -0.92 0.69 -0.03
C 1.4962 4.0227 1.8082 0.27 -0.19 0.05
C 1.6117 5.1753 2.5714 0.08 -0.08 0.05
S -0.1780 1.9944 0.9014 2.95 1.14 2.61
O -1.0718 0.9517 -0.5521 1.29 -2.04 -0.40
O 1.1501 1.9023 -0.0381 -1.77 0.76 1.03
N 0.1667 0.2924 1.6185 0.44 1.56 -0.49
C 1.5487 0.2985 1.9834 -0.52 -0.44 -0.33
C 2.0776 0.8233 3.1399 0.27 -0.08 0.27
C 3.4611 0.8672 3.2455 -0.14 0.00 0.04
C 4.2452 0.3687 2.2164 -0.05 -0.14 -0.12
C 3.6283 -0.1967 1.1135 0.26 -0.38 -0.32
N 2.3051 -0.2440 0.9912 -1.12 0.97 0.98
H 0.2376 6.6685 5.3219 0.01 0.00 0.00
H 0.6205 7.5357 3.8339 0.00 0.00 0.00
H 1.9158 6.8420 4.7987 0.00 0.00 0.00
H -0.8064 4.5857 4.8535 0.01 0.00 -0.01
H -1.0613 2.5620 3.4932 -0.06 0.04 -0.08
H 2.1556 3.8611 0.9661 -0.10 0.03 -0.08
H 2.3567 5.9155 2.3037 -0.01 -0.01 -0.01
H 1.4310 1.1927 3.9205 0.00 0.01 -0.02
H 3.9216 1.2972 4.1252 0.01 -0.02 0.00
H 5.3237 0.3968 2.2682 0.00 -0.03 0.00
H 4.1945 -0.6498 0.3088 0.04 0.09 -0.04
C 0.4194 -4.3553 -1.9582 0.08 -0.03 -0.16
Si -0.3303 -3.4795 -0.4741 -0.01 -0.05 0.52
C -1.6731 -4.6719 0.0876 -0.11 0.02 -0.17
C 1.0220 -3.4650 0.8488 -0.09 -0.06 0.22
C -1.0205 -1.7003 -0.5914 1.07 1.67 -0.03
Si -2.3746 -1.4027 0.7535 -0.67 -0.53 -0.01
C -1.8139 -2.1143 2.3999 0.16 -0.21 0.01
C -3.9684 -2.2874 0.2318 0.10 -0.20 -0.03
C -3.0940 0.2565 1.2509 0.30 0.39 -0.22
Si -1.4643 -0.9487 -2.3444 -0.95 -0.74 -0.26
C -3.2451 -0.3922 -2.4752 -0.08 -0.05 0.36
C -1.2542 -2.1779 -3.7411 -0.20 -0.23 -0.10
C -0.5395 0.5464 -3.1307 0.10 0.20 0.21
C -0.9249 1.0873 -4.3497 0.14 -0.02 -0.05
C -0.2741 2.2160 -4.8308 -0.04 -0.05 -0.03
C 0.7524 2.7805 -4.0913 0.06 -0.08 0.02
C 1.1001 2.1892 -2.8888 0.28 0.01 -0.01
N 0.4616 1.1163 -2.4484 -0.27 -0.43 0.29
H 0.0537 -5.3845 -1.8876 0.04 -0.01 -0.01
H 1.5075 -4.4169 -1.8913 0.00 0.04 0.06
H 0.1610 -4.0086 -2.9515 0.01 0.01 0.00
H -1.1907 -5.5496 0.5276 0.01 0.00 -0.06
H -2.2543 -5.0146 -0.7740 0.00 -0.01 0.03
H -2.3781 -4.2803 0.8144 0.01 -0.04 0.05
H 1.9989 -3.7421 0.4474 -0.01 0.04 -0.04
H 0.7819 -4.1718 1.6480 0.02 -0.03 -0.05
H 1.1200 -2.4920 1.3295 0.03 0.01 0.06
H -1.3975 -3.1197 2.3506 -0.01 0.00 0.02
H -2.7015 -2.1621 3.0379 0.01 0.01 -0.01
H -1.0831 -1.4775 2.8964 -0.02 0.05 -0.02
H -3.8476 -2.9991 -0.5861 -0.01 0.01 0.00
H -4.7289 -1.5597 -0.0581 0.03 0.00 -0.02
H -4.3674 -2.8450 1.0844 -0.01 0.01 -0.02
H -2.4067 0.9001 1.7985 -0.02 -0.04 0.11
H -3.9298 0.0209 1.9157 0.00 -0.05 -0.02
H -3.4744 0.8386 0.4121 -0.09 -0.05 0.02
H -3.9120 -1.2238 -2.2415 0.00 0.03 -0.05
H -3.4551 -0.0711 -3.4966 0.04 0.01 0.00
H -3.4812 0.4297 -1.7995 0.00 0.01 -0.03
H -1.8511 -1.7855 -4.5705 0.05 0.03 -0.01
H -1.6782 -3.1517 -3.4919 0.00 0.00 -0.03
H -0.2404 -2.3238 -4.1127 0.02 0.02 0.07
H -1.7162 0.6250 -4.9235 -0.03 0.04 0.02
H -0.5656 2.6458 -5.7804 0.00 0.02 0.01
H 1.2919 3.6498 -4.4393 -0.04 0.02 0.02
H 1.9110 2.5575 -2.2737 -0.07 0.06 0.03
Se 4.5582 -4.3043 -2.6512 -0.06 -0.03 0.10
Sb 3.3348 -2.4513 -3.4854 0.30 0.02 -0.34
Se 5.0331 -0.7866 -4.1989 -0.13 0.08 0.15
Se 2.3157 -3.6191 -5.3445 -0.13 0.05 0.13
Se 1.8416 -1.2107 -1.8313 2.40 -2.03 -1.42

Entry 2:
72
Properties=species:S:1:pos:R:3:forces:R:3 method="wB97M-V/def2-TZVPD" smiles="CC[C@H]1CCCCN1CCCNC(=O)c1cn(CC(C)C)c(=O)c2cc(OC)c(OC)cc12" e_above_lowest_kj_mol=37.1 homo_energy_ev=-7.82 orbital_gap_ev=8.5 e_tot_ev=-40256.358 molar_mass_g_mol=457.6
C 3.9551 1.5674 -4.9757 0.07 -0.02 0.21
C 3.8359 1.4913 -3.4584 -0.26 0.08 -0.01
C 2.4196 1.0613 -3.0123 0.01 -0.13 -0.20
C 2.2626 -0.4640 -3.0452 0.12 0.11 -0.07
C 3.0537 -1.1421 -1.9303 -0.18 0.03 0.06
C 2.6789 -0.5309 -0.5854 0.27 0.12 -0.05
C 2.8194 0.9888 -0.6268 -0.03 -0.22 0.24
N 2.0035 1.5355 -1.6967 -0.06 -0.02 0.19
C 1.8033 2.9722 -1.6183 -0.13 0.08 -0.21
C 0.4046 3.3891 -2.1084 0.09 0.16 0.30
C -0.5738 3.6188 -0.9525 0.16 0.20 -0.29
N -0.8879 2.4036 -0.2419 -0.14 -0.03 -0.20
C -0.2615 2.0323 0.8946 -0.36 -0.20 0.12
O 0.5223 2.7528 1.4887 0.28 0.23 0.14
C -0.6920 0.7167 1.4477 0.20 0.01 0.63
C -0.7779 0.6418 2.8011 0.20 0.50 -0.77
N -1.2317 -0.4401 3.4754 -0.02 -0.32 -0.11
C -1.3286 -0.3832 4.9209 -0.19 0.14 0.52
C -2.4660 0.5300 5.3999 -0.02 -0.24 0.03
C -3.8070 0.0533 4.8496 0.19 0.14 0.00
C -2.4831 0.5497 6.9257 0.09 0.11 -0.29
C -1.6675 -1.5867 2.8260 -0.01 -0.06 0.10
O -2.1070 -2.5354 3.4568 -0.09 -0.14 -0.01
C -1.5314 -1.5642 1.3746 0.04 0.12 -0.47
C -1.8991 -2.7174 0.6762 0.02 -0.08 -0.08
C -1.7705 -2.8194 -0.6924 -0.03 -0.14 0.09
O -2.1630 -3.9190 -1.4073 0.19 0.48 -0.08
C -2.7102 -5.0097 -0.7060 -0.10 -0.20 0.11
C -1.1950 -1.7297 -1.3935 0.08 0.24 0.02
O -0.9533 -1.6623 -2.7307 -0.25 0.20 0.45
C -0.9607 -2.8167 -3.5425 0.03 -0.36 -0.42
C -0.8416 -0.5834 -0.7005 -0.19 -0.25 -0.17
C -1.0323 -0.4498 0.6788 -0.22 -0.46 0.14
H 3.7394 0.6035 -5.4311 -0.02 -0.08 -0.12
H 4.9628 1.8607 -5.2634 0.05 0.01 -0.11
H 3.2579 2.2992 -5.3794 -0.07 0.06 -0.08
H 4.5799 0.7931 -3.0758 0.06 0.05 0.08
H 4.0692 2.4733 -3.0411 0.07 -0.04 0.06
H 1.7098 1.4907 -3.7309 0.03 -0.02 0.00
H 2.5862 -0.8414 -4.0169 -0.04 -0.04 -0.08
H 1.2063 -0.7029 -2.9238 -0.04 -0.01 -0.07
H 4.1261 -1.0242 -2.0994 0.06 -0.06 0.00
H 2.8402 -2.2135 -1.9271 0.07 -0.03 -0.03
H 1.6450 -0.7843 -0.3493 0.00 0.00 0.07
H 3.3163 -0.9302 0.2061 -0.03 -0.02 0.05
H 2.4645 1.4060 0.3182 0.08 0.06 -0.04
H 3.8840 1.2585 -0.7349 0.01 0.02 0.05
H 1.9096 3.2738 -0.5756 0.06 0.01 -0.01
H 2.5602 3.5264 -2.1933 0.02 -0.03 0.08
H 0.4747 4.3175 -2.6773 -0.05 0.03 -0.08
H 0.0062 2.6173 -2.7690 0.00 0.00 -0.12
H -0.1335 4.3083 -0.2282 -0.13 0.00 -0.09
H -1.5061 4.0488 -1.3324 0.07 0.01 0.10
H -1.5122 1.7536 -0.6899 0.02 -0.01 0.14
H -0.4818 1.4912 3.3998 0.01 0.04 0.04
H -0.3739 -0.0349 5.3250 -0.02 -0.05 -0.05
H -1.5143 -1.4054 5.2605 0.10 0.17 0.00
H -2.2776 1.5468 5.0360 0.03 -0.02 0.01
H -3.9869 -0.9798 5.1370 -0.05 -0.13 0.02
H -3.8232 0.1112 3.7632 -0.08 -0.03 -0.11
H -4.6156 0.6696 5.2358 -0.10 0.06 0.01
H -2.6754 -0.4480 7.3136 -0.03 -0.13 0.09
H -3.2636 1.2148 7.2866 -0.07 0.05 0.08
H -1.5296 0.8951 7.3191 0.10 0.03 0.12
H -2.2911 -3.5287 1.2681 -0.05 -0.10 0.00
H -1.9932 -5.4317 0.0045 -0.03 0.03 -0.01
H -3.6248 -4.7280 -0.1757 0.04 -0.01 0.00
H -2.9465 -5.7529 -1.4663 0.00 0.02 0.10
H -0.3120 -3.5959 -3.1374 -0.03 0.03 -0.03
H -0.5718 -2.4864 -4.5057 0.00 -0.04 0.06
H -1.9682 -3.2155 -3.6718 0.13 0.04 0.00
H -0.3548 0.1938 -1.2690 0.08 0.07 -0.09

Entry 3:
82
Properties=species:S:1:pos:R:3:forces:R:3 method="wB97M-V/def2-TZVPD" e_above_lowest_kj_mol=0.0 homo_energy_ev=-11.70 orbital_gap_ev=8.2 charge=+1 e_tot_ev=-87099.981 molar_mass_g_mol=759.5
Sn -0.4297 0.0719 -0.9804 -0.36 -0.14 -0.38
O 3.5550 0.0052 -2.8433 0.03 0.00 0.05
S 2.1545 0.1425 -3.0844 -0.22 0.21 0.01
O 1.4956 -0.8427 -3.8880 0.04 0.00 -0.02
O 1.4506 0.2851 -1.7229 0.13 -0.36 -0.10
C 1.9142 1.7689 -3.7992 -0.02 0.03 -0.02
C 3.0468 2.3314 -4.3638 -0.05 -0.04 -0.01
C 2.9943 3.5867 -4.9587 0.06 0.00 -0.02
C 1.8104 4.2950 -4.9906 -0.03 0.02 -0.02
C 0.6662 3.7501 -4.4245 0.01 -0.06 -0.03
C 0.7122 2.4965 -3.8347 0.06 0.02 0.02
S -0.8011 1.9593 -3.1019 0.15 -0.11 -0.03
O -0.9072 0.5021 -3.2670 -0.02 0.15 -0.06
O -1.8729 2.7624 -3.5864 0.02 0.02 0.12
O -0.5927 2.1132 -1.5842 -0.08 0.00 0.10
H 3.9728 1.7760 -4.3269 0.01 0.01 0.00
H 3.8904 4.0056 -5.3963 0.00 -0.01 0.01
H 1.7672 5.2709 -5.4542 -0.01 0.00 0.00
H -0.2722 4.2851 -4.4470 0.00 0.01 0.01
N -3.1454 2.1703 -0.2547 -0.02 0.03 -0.09
C -3.5768 0.9969 -0.7385 0.05 0.03 0.10
N -4.8841 0.8039 -0.8114 0.03 -0.06 0.01
C -5.2773 -0.3699 -1.2986 -0.10 -0.01 0.01
N -6.5824 -0.6154 -1.3722 0.03 0.03 -0.03
N -4.4456 -1.3483 -1.7385 0.03 0.04 0.02
C -3.1784 -1.0789 -1.6075 0.06 -0.08 0.01
N -2.6598 0.0511 -1.0936 -0.14 -0.07 -0.10
C -2.2132 -2.1259 -2.0490 -0.01 0.08 0.03
C -2.6390 -3.3141 -2.6028 -0.01 0.00 -0.02
C -1.6821 -4.2451 -2.9831 -0.01 -0.03 0.00
C -0.3424 -3.9652 -2.7863 0.01 -0.02 -0.01
C 0.0101 -2.7539 -2.2194 -0.02 0.03 0.03
N -0.9141 -1.8597 -1.8703 0.09 -0.09 -0.04
H -3.8723 2.8527 -0.1053 0.01 -0.01 0.01
H -2.2494 2.5196 -0.5680 0.04 -0.04 0.06
H -7.2359 0.0989 -1.1024 0.00 -0.01 0.01
H -6.9048 -1.4710 -1.7881 0.00 -0.01 0.01
H -3.6966 -3.4870 -2.7278 0.00 0.00 0.00
H -1.9854 -5.1835 -3.4271 0.00 0.00 -0.01
H 0.4302 -4.6636 -3.0723 0.00 0.00 0.01
H 1.0420 -2.4835 -2.0536 0.01 0.01 0.00
C 0.6265 -2.9958 2.7777 -0.03 -0.03 0.08
C 0.1068 -1.6395 3.2874 0.04 -0.01 -0.05
C 0.5742 -1.4139 4.7311 0.01 -0.01 0.00
C -1.4264 -1.7636 3.2911 -0.01 -0.01 0.03
P 0.6499 -0.3226 2.0646 -0.22 -0.18 -0.19
N -0.3000 -0.6314 0.8062 0.40 0.48 0.33
C 2.4806 -0.5521 1.6850 -0.01 0.05 0.04
C 3.3445 -0.7328 2.9445 0.03 0.05 0.00
C 3.0510 0.6647 0.9328 -0.02 0.00 -0.04
C 2.6462 -1.7890 0.7602 -0.02 -0.01 -0.01
C 0.3391 1.3920 2.7481 -0.02 -0.04 0.07
C 1.2982 1.8121 3.8688 -0.01 0.04 0.00
C -1.0990 1.4551 3.2888 0.02 0.02 0.02
C 0.3993 2.4179 1.6083 0.00 0.05 0.01
H 0.2612 -3.7681 3.4577 -0.01 0.00 0.00
H 1.7087 -3.0745 2.7475 0.03 0.03 0.06
H 0.2347 -3.2145 1.7838 0.00 0.01 0.01
H 0.3221 -2.3037 5.3126 -0.02 0.00 0.00
H 0.0609 -0.5736 5.1966 0.00 0.01 -0.01
H 1.6464 -1.2590 4.8267 -0.05 0.00 0.01
H -1.6793 -2.6598 3.8629 -0.01 0.01 0.00
H -1.8191 -1.8761 2.2828 0.01 0.00 -0.02
H -1.9216 -0.9241 3.7695 -0.01 0.00 0.00
H 3.2642 0.1085 3.6325 0.02 -0.08 -0.03
H 4.3871 -0.7896 2.6244 0.00 -0.01 0.00
H 3.1264 -1.6465 3.4899 -0.03 -0.07 -0.03
H 3.0736 1.5671 1.5377 0.04 0.01 0.10
H 2.5325 0.8655 -0.0039 0.07 0.01 0.20
H 4.0835 0.4247 0.6708 0.01 0.00 -0.01
H 3.2293 -2.5623 1.2608 0.00 0.00 -0.04
H 3.1741 -1.5076 -0.1499 0.05 0.04 -0.03
H 1.6980 -2.2333 0.4620 0.01 0.04 -0.03
H 1.3215 1.0985 4.6905 0.01 0.03 -0.03
H 0.9502 2.7646 4.2758 -0.01 0.00 -0.01
H 2.3160 1.9669 3.5197 0.03 0.02 -0.06
H -1.2031 0.9602 4.2524 0.01 -0.01 0.00
H -1.8155 1.0278 2.5870 -0.01 -0.01 -0.02
H -1.3595 2.5061 3.4335 0.01 0.00 0.02
H 1.3422 2.4474 1.0699 -0.07 -0.01 0.00
H 0.2324 3.4082 2.0392 0.02 0.00 0.00
H -0.4097 2.2521 0.8983 -0.03 0.01 -0.02